Record 1
C3H10N4 | ωB97M-V/def2-TZVPD

```
! wB97M-V def2-TZVPD RIJCOSX def2/J DEFGRID3
* xyz 0 1
H 2.14633 -1.42249 -1.23514
N 2.34057 -0.79692 -0.34156
C 1.43199 0.01509 -0.03249
N 1.43169 1.19788 0.68195
N 0.17948 -0.29467 -0.48504
N -1.05100 0.08450 0.17969
C -1.80782 0.90764 -0.75606
C -1.85168 -1.00399 0.76257
H 2.34565 1.22529 1.26910
H 0.44485 0.96878 1.19431
H 0.14052 -1.19957 -1.03568
H -2.66237 1.13915 -0.15979
H -1.19144 1.82049 -1.18417
H -2.26090 0.33181 -1.66971
H -2.84292 -0.44445 1.08056
H -1.93074 -1.89744 0.17884
H -1.12908 -1.36959 1.47223
*
```

Values from the calculation:
DFT total energy = -339.2158 a.u.
HOMO-LUMO gap = 9.161 eV
HOMO level = -8.40 eV
maximum force = 4.01 eV Å⁻¹
SMILES = [H]/N=C(/N)NN(C)C
LUMO energy = 0.765 eV
energy relative to the best compared isomer or geometry (same formula, charge and spin) = 3.051 eV

---

Record 2
C6H5N | ωB97M-V/def2-TZVPD

```
! wB97M-V def2-TZVPD RIJCOSX def2/J DEFGRID3
* xyz 0 1
C 1.38909 -0.99752 1.76091
C 1.12953 -0.31404 0.80421
C 0.84504 0.49966 -0.35701
N 0.00808 1.71719 -0.25803
C -0.49669 0.65334 -1.05721
C -1.83651 0.08848 -0.68244
C -1.75504 -1.07204 -0.32507
H 1.60749 -1.59872 2.61484
H 1.72070 0.68507 -0.99263
H -0.49120 1.68414 0.63270
H -0.44105 0.72106 -2.13467
H -1.67943 -2.06663 -0.00559
*
```

Values from the calculation:
DFT total energy = -286.1456 a.u.
HOMO-LUMO gap = 9.323 eV
HOMO level = -8.92 eV
maximum force = 2.09 eV Å⁻¹
SMILES = C#C[C@@H]1N[C@@H]1C#C
LUMO energy = 0.405 eV
energy relative to the best compared isomer or geometry (same formula, charge and spin) = 5.376 eV

---

Record 3
C5H5NOS | ωB97M-V/def2-TZVPD

```
! wB97M-V def2-TZVPD RIJCOSX def2/J DEFGRID3
* xyz 0 1
C -0.90447 -0.01595 0.00741
C 0.23919 0.36538 0.99507
C 0.23840 0.40660 -0.97319
C 1.33328 -0.72307 -0.76683
C 1.25499 -0.72966 0.73285
H 0.08783 0.76385 1.99067
H -0.06297 0.96513 -1.84492
H 1.41186 -1.61743 -1.44764
H 2.47262 0.80683 0.01837
H 1.33259 -1.65763 1.25147
N 2.42642 -0.25786 0.01990
O 0.56837 1.37848 0.00515
S -2.48389 -0.26896 -0.00752
*
```

Values from the calculation:
DFT total energy = -721.5710 a.u.
HOMO-LUMO gap = 8.853 eV
HOMO level = -8.93 eV
maximum force = 1.85 eV Å⁻¹
LUMO energy = -0.077 eV
energy relative to the best compared isomer or geometry (same formula, charge and spin) = 4.044 eV

---

Record 4
C2H13N2O2 | ωB97M-V/def2-TZVPD

```
! wB97M-V def2-TZVPD RIJCOSX def2/J DEFGRID3
* xyz 1 1
C -1.11187 -0.14796 1.50184
N -0.98906 -0.84112 0.23366
C -0.00840 0.92375 1.59551
N 0.34959 1.32606 0.18879
H -2.04230 0.39113 1.44146
H -1.11160 -0.80026 2.37412
H -1.87481 -1.08668 -0.19806
H -0.48427 -1.71544 0.22950
H -0.39111 1.76950 2.13905
H 0.90934 0.59014 2.05322
H 1.26947 1.75657 0.14971
H -0.35424 1.89007 -0.27349
H 0.45408 0.40662 -0.27294
H -1.81549 0.11235 -3.40013
H -0.32063 0.13599 -3.24041
O -1.12910 0.39613 -2.78332
H 3.45380 -1.17405 -0.74130
H 2.63873 -2.43651 -0.38880
O 2.55787 -1.49630 -0.60840
*
```

Values from the calculation:
DFT total energy = -343.7513 a.u.
HOMO-LUMO gap = 10.805 eV
HOMO level = -13.82 eV
maximum force = 1.38 eV Å⁻¹
LUMO energy = -3.013 eV
energy relative to the best compared isomer or geometry (same formula, charge and spin) = 0.686 eV

---

Record 5
C3H6O3 | ωB97M-V/def2-TZVPD

```
! wB97M-V def2-TZVPD RIJCOSX def2/J DEFGRID3
* xyz 0 1
C -1.77505 -0.75812 -0.14807
C -0.73311 0.22711 -0.37599
C 0.71418 -0.32736 -0.10395
H -1.74003 -1.29235 -0.81653
H -2.76237 -0.14426 -0.32924
H -1.32369 -1.12768 0.75898
H -0.50910 0.67652 -1.26866
H -0.49874 0.98761 1.53352
H 1.62938 1.49456 -0.18298
O -0.69907 1.47580 0.41066
O 1.77794 0.50725 -0.30782
O 0.91719 -1.41356 0.40627
*
```

Values from the calculation:
DFT total energy = -343.4906 a.u.
HOMO-LUMO gap = 10.639 eV
HOMO level = -10.31 eV
maximum force = 16.08 eV Å⁻¹
LUMO energy = 0.325 eV
energy relative to the best compared isomer or geometry (same formula, charge and spin) = 4.462 eV

---

Record 6
C25H53BN5O7P2 | ωB97M-V/def2-TZVPD

```
! wB97M-V def2-TZVPD RIJCOSX def2/J DEFGRID3
* xyz 1 1
C 3.40110 1.75754 6.33966
C 2.50267 1.18228 5.46698
N 2.25023 1.85287 4.24072
C 2.14302 3.31862 4.19336
C 0.76055 3.70158 4.77767
C -0.38496 3.34076 3.82169
C -1.78696 3.56789 4.44712
C -2.53657 4.77544 3.85394
C -2.92848 4.61920 2.36199
C -4.40138 4.21846 2.14517
C -4.60339 2.70159 2.16488
O -5.91050 2.37536 1.62441
C -6.55157 1.46526 2.43425
C -6.48022 -0.02334 2.09931
O -7.14665 1.81243 3.42891
C 2.10659 1.12719 3.12710
N 2.14228 -0.20235 3.02536
C 1.92965 -0.57379 1.75318
P 1.82730 -2.23656 0.99293
C 0.08280 -2.31217 0.34665
C 1.90156 -3.57433 2.26361
C 1.55943 -3.15164 3.71853
N 1.79638 0.55315 1.03133
B 1.58362 0.83829 -0.44443
O 2.71210 1.17442 -1.17531
N 0.30172 0.80912 -1.06866
C 0.43878 1.26530 -2.47799
C -0.64350 1.76346 -0.43002
N 1.88645 1.60594 1.87459
H 3.09116 2.26130 7.25726
H 4.47138 1.78288 6.11249
H 2.01792 0.23053 5.68716
H 2.90884 3.80707 4.79269
H 2.22471 3.70784 3.17482
H 0.61202 3.10695 5.68798
H 0.70993 4.75376 5.07676
H -0.32800 2.26691 3.58650
H -0.34825 3.89048 2.87042
H -2.42038 2.68277 4.31719
H -1.70374 3.74447 5.52809
H -3.46077 4.88793 4.43551
H -1.97549 5.70990 3.97012
H -2.25520 3.96366 1.79231
H -2.83128 5.61438 1.90810
H -4.72886 4.55441 1.15286
H -5.07765 4.67359 2.87402
H -3.87344 2.17650 1.53421
H -4.59727 2.35559 3.20619
H -7.24590 -0.29376 1.36697
H -5.46918 -0.28599 1.77027
H -6.69605 -0.57607 3.01468
H -0.16437 -3.33181 0.04161
H -0.08779 -1.58331 -0.44612
H -0.57643 -2.08947 1.19929
H 2.85105 -4.11297 2.24125
H 1.13714 -4.30592 1.96742
H 1.19364 -4.01483 4.28687
H 2.46662 -2.81872 4.22949
H 0.78887 -2.37960 3.75763
H 3.15837 1.90718 -0.73038
H -0.54813 1.27817 -2.95683
H 0.81775 2.29254 -2.53790
H 1.04404 0.57282 -3.06368
H -0.25598 2.79578 -0.42547
H -1.53240 1.79988 -1.07034
H -0.99267 1.43540 0.55403
H 1.78891 2.54457 1.52244
O 1.11817 -2.12949 -6.89936
P 1.45758 -3.30154 -6.04411
O 2.75035 -2.78217 -5.18006
C 2.55667 -1.77179 -4.20337
C 1.83936 -2.29608 -2.96968
O 2.21145 -4.27177 -7.11713
C 2.09656 -4.05673 -8.52601
C 3.25107 -3.22386 -9.04415
O 1.21355 -4.62529 -5.06855
C -0.15019 -5.02657 -4.83011
C -0.87187 -5.39279 -6.11239
H 2.00914 -0.92915 -4.64067
H 3.54699 -1.41110 -3.92416
H 0.79442 -2.53282 -3.19604
H 1.84927 -1.55066 -2.17101
H 2.30854 -3.21055 -2.60714
H 1.13615 -3.60586 -8.77473
H 2.11624 -5.04029 -8.99908
H 3.36786 -2.30217 -8.47383
H 3.10383 -2.96932 -10.09463
H 4.18834 -3.77429 -8.94806
H -0.67984 -4.22281 -4.30795
H -0.11529 -5.88597 -4.16129
H -0.98524 -4.52049 -6.76567
H -1.86754 -5.77999 -5.89522
H -0.31067 -6.14319 -6.66842
*
```

Values from the calculation:
DFT total energy = -2492.1390 a.u.
HOMO-LUMO gap = 7.496 eV
HOMO level = -10.84 eV
maximum force = 7.29 eV Å⁻¹
LUMO energy = -3.343 eV

---

Record 7
C43H64Br3N3O24 | ωB97M-V/def2-TZVPD

```
! wB97M-V def2-TZVPD RIJCOSX def2/J DEFGRID3
* xyz 0 1
C 0.55296 8.20706 -2.81028
C -0.49577 7.40645 -2.35984
C -1.64673 7.31082 -3.11732
C -1.65316 7.92615 -4.41536
C -0.51868 8.62055 -4.87045
C 0.50081 8.83475 -4.01909
N -2.81352 7.76344 -5.30811
O -3.67007 6.89899 -5.13167
O -2.75535 8.48674 -6.27824
H 1.42304 8.24347 -2.17153
H -0.56328 7.26721 -1.29098
H -2.50852 6.77194 -2.75219
H -0.45265 9.25775 -5.73994
H 1.09259 9.72757 -4.15713
C 0.18534 0.67395 -0.94407
C -0.48849 1.42003 0.04457
C 0.10857 1.69838 1.20506
C 1.51645 1.52940 1.34850
C 2.24071 0.92032 0.32398
C 1.60349 0.47542 -0.80059
N 2.15442 1.98546 2.59867
O 1.53502 2.40415 3.57210
O 3.39240 2.12207 2.48381
H -0.22919 0.19873 -1.82085
H -1.52351 1.72691 0.01306
H -0.37330 2.16897 2.04930
H 3.28570 0.64881 0.35028
H 2.24072 -0.03334 -1.50876
C -9.16668 -5.22941 1.91082
C -9.73146 -3.92813 2.04258
C -8.90999 -2.94804 2.43119
C -7.53123 -3.04817 2.55306
C -6.98774 -4.39174 2.47604
C -7.81271 -5.49775 2.12280
N -6.70167 -1.90091 2.88104
O -7.09235 -0.76022 2.50259
O -5.68867 -2.14712 3.57061
H -9.82875 -6.06600 1.74289
H -10.80026 -3.78125 1.99279
H -9.35187 -1.97489 2.58650
H -5.91631 -4.51756 2.52712
H -7.43801 -6.50913 2.06689
C 5.27979 8.76254 4.23436
C 3.74685 9.10616 4.23345
O 3.47119 10.26799 3.52191
C 2.17643 10.67600 3.24871
O 1.19512 9.86595 3.52201
O 2.12153 11.92790 2.75268
C 3.29067 12.56507 2.28685
H 5.48682 8.02538 5.01014
H 5.78866 9.67554 4.54354
H 5.65850 8.43725 3.26541
H 3.65776 9.44719 5.26489
H 2.95199 8.41794 3.94598
H 3.50536 13.37360 2.98564
H 2.89110 13.23700 1.52727
H 4.21423 12.07782 1.97423
C 6.73091 -2.95698 -8.93531
C 7.54917 -1.70757 -8.44279
O 6.92110 -1.07821 -7.40728
C 7.33706 0.15571 -6.92501
O 8.48500 0.59972 -7.13200
O 6.35734 0.71074 -6.20217
C 6.80785 1.86605 -5.42427
H 5.74938 -2.56032 -9.19489
H 6.61289 -3.74627 -8.19289
H 7.18628 -3.30791 -9.86137
H 7.70090 -0.99828 -9.25641
H 8.51939 -1.99879 -8.04034
H 7.87059 1.74956 -5.21182
H 6.27710 1.63169 -4.50151
H 6.51660 2.81490 -5.87476
C 2.73893 -7.54228 1.28877
C 2.11789 -6.25279 0.83287
O 1.76288 -6.35178 -0.56239
C 2.54942 -5.84225 -1.48404
O 3.79273 -5.52849 -1.35344
O 1.85302 -5.77548 -2.67733
C 2.54113 -5.36421 -3.87090
H 3.32387 -8.03516 0.51222
H 1.96079 -8.16646 1.72804
H 3.34437 -7.36750 2.17814
H 2.92965 -5.56960 1.08265
H 1.23631 -6.20443 1.47209
H 1.77644 -5.29457 -4.64453
H 3.32626 -6.07131 -4.13865
H 2.99826 -4.38077 -3.76143
C -3.45286 4.14796 8.56818
C -3.84861 3.07403 9.50058
O -5.02141 2.49601 8.87589
C -5.66411 1.37796 9.30305
O -5.42425 0.71633 10.29993
O -6.49034 0.99478 8.31754
C -7.46933 0.03063 8.59071
H -3.83244 4.09234 7.54792
H -2.38044 4.22487 8.38903
H -3.90565 5.10824 8.81503
H -4.18433 3.38271 10.49058
H -3.06433 2.33972 9.68440
H -8.38147 0.62563 8.54486
H -7.40039 -0.48678 9.54759
H -7.72250 -0.79626 7.92720
C -2.28755 -6.61278 -10.23249
C -3.73203 -6.25091 -10.11163
O -3.90025 -5.79262 -8.75029
C -4.89419 -5.01198 -8.40732
O -5.66370 -4.44071 -9.16870
O -4.91364 -4.73665 -7.00843
C -3.98431 -5.21898 -6.05778
H -2.22321 -7.10472 -11.20304
H -1.96951 -7.20242 -9.37269
H -1.54465 -5.81521 -10.22429
H -4.38902 -7.08248 -10.36651
H -4.05837 -5.45632 -10.78262
H -3.70622 -6.24626 -6.29328
H -4.57899 -5.28720 -5.14683
H -3.02575 -4.75224 -5.83100
C 5.48026 -7.80967 8.28477
C 5.25197 -6.45467 8.98348
O 4.69227 -5.46167 8.14561
C 3.34321 -5.25093 8.30602
O 2.58810 -5.87296 8.98948
O 3.03127 -4.12331 7.59567
C 1.70778 -3.65653 7.39847
H 5.74763 -8.70477 8.84637
H 6.17095 -7.50036 7.50032
H 4.51815 -8.01331 7.81467
H 6.21012 -6.15644 9.40903
H 4.66255 -6.65750 9.87764
H 1.61492 -2.59823 7.64235
H 0.93565 -4.04808 8.06074
H 1.31872 -3.88779 6.40688
C -2.82255 2.29113 -9.00421
Br -3.57617 1.45013 -7.34281
Br -3.00506 0.94581 -10.44064
Br -0.91112 2.77229 -8.73795
H -3.33661 3.16806 -9.39768
*
```

Values from the calculation:
DFT total energy = -11368.4413 a.u.
HOMO-LUMO gap = 9.144 eV
HOMO level = -9.99 eV
maximum force = 6.47 eV Å⁻¹
LUMO energy = -0.851 eV

---

Record 8
C4H5Cl3S | ωB97M-V/def2-TZVPD

```
! wB97M-V def2-TZVPD RIJCOSX def2/J DEFGRID3
* xyz 0 1
C -0.85860 1.97773 0.35768
S -0.18179 0.61107 1.36881
C 0.11083 -0.65304 0.14954
C -0.84410 -1.45339 -0.38802
Cl -2.51404 -1.21302 -0.09704
C 1.55316 -0.98953 -0.19984
Cl 2.33868 0.36630 -1.06255
Cl 2.36838 -1.36343 1.30770
H -1.75664 1.74997 -0.21961
H -1.06030 2.75537 1.11420
H -0.12541 2.33217 -0.37947
H -0.66449 -2.22727 -1.10647
H 1.63431 -1.89292 -0.84493
*
```

Values from the calculation:
DFT total energy = -1934.1540 a.u.
HOMO-LUMO gap = 9.536 eV
HOMO level = -9.10 eV
maximum force = 1.90 eV Å⁻¹
SMILES = CS/C(=C\Cl)C(Cl)Cl
LUMO energy = 0.440 eV
energy relative to the best compared isomer or geometry (same formula, charge and spin) = 0.251 eV